DFT (the ωB97M-V functional and the def2-TZVPD basis) results for a structure of composition C54H108F14N13O34S14 in a non-equilibrium geometry.

Results
**E_tot**: -12364.239465 Eh
**E_HOMO**: -7.333 eV
**Charge**: -1
**HOMO-LUMO gap**: 4.055 eV

XYZ file:
```
237
Properties=species:S:1:pos:R:3:lowdin_charge:R:1
C 2.61829 -4.22559 6.33290 -0.0023
C 1.55239 -5.30992 6.18750 -0.5142
C 0.61364 -5.31350 7.40279 -0.0675
C -0.95051 -5.82728 7.21484 -0.0863
C -1.60450 -5.36363 5.85288 -0.0876
C -0.64568 -5.55312 4.62995 -0.3658
N 0.87590 -5.28037 4.91043 0.1505
O 1.62843 -4.84412 3.76099 0.1121
C -0.97276 -4.79261 3.34572 -0.0286
C -0.66170 -7.07879 4.37730 -0.0207
C 2.22693 -6.63779 6.09908 -0.0129
H 3.07651 -4.40988 7.29754 0.1025
H 2.30672 -3.18308 6.31254 0.0755
H 3.47702 -4.32099 5.68754 0.0939
H 0.60150 -4.31453 7.83346 0.1045
H 1.11746 -5.96283 8.14630 0.1223
H -1.51604 -5.48451 8.09056 0.1177
H -0.90035 -6.91127 7.21803 0.0818
H -2.07690 -4.37310 5.94480 0.1139
H -2.27752 -6.14712 5.60700 0.0936
H -1.01682 -3.72085 3.39229 0.0459
H -1.94763 -4.93191 2.87980 0.1145
H -0.29004 -5.02730 2.55501 0.0609
H -0.45328 -7.56808 5.33458 0.0671
H 0.11255 -7.39858 3.68206 0.0985
H -1.65269 -7.45474 4.12534 0.1062
H 2.85874 -6.65952 5.23339 0.0962
H 1.48268 -7.42937 5.99171 0.0876
H 2.81709 -6.81834 7.01087 0.1199
C 1.70407 -7.13978 -4.11449 -0.0071
C 0.28930 -7.18395 -3.59467 -0.3881
C -0.80334 -7.52628 -4.72122 -0.0656
C -0.71976 -8.95770 -5.29539 -0.1433
C -0.88042 -10.00478 -4.11607 -0.0650
C 0.21248 -9.76184 -2.93743 -0.4083
N 0.42293 -8.32089 -2.62476 -0.0019
O 0.60702 -8.02782 -1.43064 0.1782
C 1.61231 -10.21164 -3.33248 -0.0108
C -0.28219 -10.47410 -1.63495 -0.0165
C -0.08134 -5.91953 -2.77551 -0.0061
H 1.86431 -7.94407 -4.83458 0.0803
H 2.48026 -7.25753 -3.37690 0.1074
H 1.98636 -6.19551 -4.54188 0.0652
H -0.52196 -6.74545 -5.43961 0.1416
H -1.82497 -7.29105 -4.38437 0.1343
H 0.23992 -9.19609 -5.79501 0.1100
H -1.45812 -9.10913 -6.07768 0.1148
H -0.51086 -10.93107 -4.57533 0.1165
H -1.84445 -10.21040 -3.65578 0.1131
H 2.36590 -9.72273 -2.74860 0.0903
H 1.86455 -9.82403 -4.33542 0.0824
H 1.74297 -11.29108 -3.32521 0.1066
H -1.27656 -10.12135 -1.34180 0.0968
H 0.43147 -10.49683 -0.81641 0.0866
H -0.42124 -11.52214 -1.90691 0.0947
H -1.02506 -6.12012 -2.26881 0.0944
H -0.24384 -5.07994 -3.46058 0.0946
H 0.63506 -5.62977 -2.00727 0.0918
C 1.78547 7.49718 4.89019 -0.0238
C 1.35904 6.00632 4.64151 -0.3760
C 0.81910 5.74707 3.15182 -0.0872
C 0.85287 4.29727 2.71843 -0.1284
C 2.31324 3.70851 2.95150 -0.0832
C 2.68208 3.67429 4.41967 -0.3835
N 2.50548 5.10899 5.00436 0.0811
O 3.36815 5.59801 5.85518 0.1431
C 4.17198 3.26309 4.58144 -0.0096
C 1.76458 2.80052 5.28445 0.0161
C 0.22677 5.63489 5.65819 -0.0001
H 1.03836 8.24002 4.60636 0.0945
H 2.69204 7.77598 4.33578 0.0894
H 1.94147 7.65700 5.96048 0.0803
H 1.32940 6.43628 2.46543 0.1219
H -0.21629 6.09428 3.17184 0.1195
H 0.50041 4.07002 1.70859 0.1089
H 0.10646 3.76941 3.30912 0.0819
H 3.02002 4.29230 2.35552 0.1145
H 2.27837 2.67105 2.60954 0.1062
H 4.20404 2.19089 4.36961 0.0715
H 4.59098 3.40098 5.57868 0.0938
H 4.84073 3.68263 3.84324 0.0771
H 1.71487 1.84243 4.76980 0.0837
H 0.72422 3.06093 5.36639 0.0392
H 2.06185 2.60470 6.28961 0.1040
H -0.54202 6.42870 5.63951 0.0992
H 0.56929 5.55141 6.68250 0.0969
H -0.21648 4.66585 5.36609 0.0512
C -4.45733 3.08821 -5.12737 -0.0077
C -5.04675 4.11280 -4.10241 -0.3299
C -6.58792 4.02668 -3.88268 -0.0881
C -6.98836 4.76547 -2.53125 -0.1624
C -6.32299 4.26867 -1.26887 -0.1186
C -4.78736 4.38785 -1.37200 -0.3820
N -4.22692 3.80116 -2.69866 -0.0158
O -3.34826 3.21391 -2.79581 0.2390
C -4.00423 3.52718 -0.37132 -0.0098
C -4.43377 5.86578 -1.19411 -0.0030
C -4.71067 5.55778 -4.55248 -0.0113
H -3.35931 3.02195 -5.14121 0.0545
H -4.81100 3.41882 -6.09974 0.0975
H -4.98254 2.16562 -4.86803 0.0798
H -6.96627 3.02076 -3.73184 0.1098
H -7.15459 4.55565 -4.66061 0.1247
H -8.07396 4.54880 -2.41855 0.1287
H -6.83729 5.80780 -2.74576 0.0802
H -6.63367 3.27098 -1.04800 0.0621
H -6.65507 4.87811 -0.41102 0.1448
H -2.91815 3.73935 -0.40295 0.1036
H -4.28400 2.53477 -0.74566 0.0652
H -4.48173 3.64919 0.59803 0.0970
H -5.10531 6.55869 -1.72037 0.0796
H -3.40320 6.14027 -1.40865 0.0790
H -4.60143 6.13520 -0.17125 0.0918
H -5.27050 5.72931 -5.46349 0.0910
H -3.65128 5.77233 -4.71490 0.0799
H -5.17974 6.28432 -3.89901 0.0598
C 3.68631 3.18169 -5.06605 -0.0144
C 3.98448 2.99154 -3.57146 -0.3408
C 5.27928 2.25252 -3.23439 -0.0724
C 5.78661 2.54915 -1.73262 -0.1590
C 6.07251 4.01158 -1.46693 -0.0892
C 4.74411 4.85165 -1.76638 -0.3266
N 3.96505 4.55533 -3.07266 -0.0472
O 3.47531 5.25241 -3.71964 0.2421
C 4.93051 6.35990 -1.95271 -0.0416
C 3.64333 4.68411 -0.59832 0.0117
C 2.72468 2.38863 -2.87342 0.0199
H 2.74056 3.69861 -5.15579 0.0509
H 3.43911 2.26195 -5.59488 0.0888
H 4.55046 3.68544 -5.53529 0.1061
H 6.07274 2.45626 -3.95283 0.1192
H 5.06853 1.19177 -3.15007 0.1181
H 6.61729 1.87596 -1.51582 0.1177
H 4.98092 2.23648 -1.06259 0.0813
H 6.94159 4.38750 -1.99888 0.1178
H 6.17386 4.17160 -0.38091 0.1188
H 5.29019 6.76033 -1.01011 0.0913
H 4.02937 6.93589 -2.20211 0.0938
H 5.67313 6.68181 -2.70160 0.0972
H 2.76310 5.28295 -0.84641 0.0644
H 4.13615 5.00151 0.32311 0.0865
H 3.22235 3.69410 -0.40863 0.0655
H 1.88319 2.75373 -3.49645 0.1061
H 2.57338 2.57734 -1.80204 0.0511
H 2.78335 1.31809 -2.91710 0.0924
C -0.67284 -2.29325 -1.17042 0.0335
C 0.14904 -1.73584 0.01924 -0.4109
C 1.14922 -0.64350 -0.45890 -0.0895
C 0.66028 0.74219 -0.63417 -0.1510
C -0.24960 1.22656 0.50661 -0.0916
C -1.40503 0.25690 0.82902 -0.3094
N -0.82326 -1.20534 0.98841 0.0626
O -1.30362 -1.90333 1.90505 0.1512
C -2.42317 0.23983 -0.31867 0.0059
C -2.06593 0.58075 2.23747 -0.0043
C 0.77802 -2.95600 0.65747 -0.0154
H 0.05344 -2.73661 -1.87858 0.0984
H -1.14551 -1.46336 -1.67052 0.0422
H -1.46454 -2.92095 -0.71767 0.1132
H 1.56453 -1.05386 -1.40978 0.1228
H 1.93524 -0.64140 0.26864 0.0820
H 0.13374 0.83123 -1.58485 0.1206
H 1.49351 1.41053 -0.76641 0.0812
H -0.68112 2.18105 0.28328 0.1008
H 0.41577 1.43742 1.33327 0.1053
H -3.07794 1.07987 -0.25197 0.0693
H -3.09211 -0.60096 -0.35098 0.0638
H -1.98101 0.23285 -1.29081 0.0584
H -3.02150 0.11620 2.40961 0.0866
H -2.30254 1.65312 2.24975 0.0825
H -1.38943 0.45678 3.13469 0.0830
H 1.22923 -2.85807 1.62331 0.0588
H 1.59035 -3.37575 0.05530 0.1176
H -0.00680 -3.66053 0.83392 0.0563
N 2.64688 -2.59193 -5.89999 -0.2938
S 3.68627 -1.50411 -6.22958 0.5061
O 4.95783 -2.07996 -6.54217 -0.2893
O 3.56694 -0.18463 -5.62969 -0.3069
F 2.99653 -1.21941 -7.66533 -0.2109
S 2.01402 -2.93875 -4.43580 0.5958
O 2.29362 -2.14633 -3.28282 -0.2747
O 1.89721 -4.34664 -4.28178 -0.3416
F 0.38027 -2.79957 -4.68444 -0.2160
N -0.97861 5.06427 -3.17668 -0.2798
S -0.39763 5.49994 -4.59824 0.6462
O 0.92325 4.99837 -4.99813 -0.2902
O -0.75948 6.87420 -4.98616 -0.3043
F -1.47804 4.74803 -5.65052 -0.2201
S -0.06259 5.26099 -2.01669 0.4233
O 1.12017 6.00432 -2.24411 -0.2921
O 0.09582 4.21413 -1.08651 -0.2776
F -0.90992 6.20174 -0.95058 -0.2235
N 0.61558 -2.23625 4.86960 -0.2990
S 1.74864 -1.18740 4.17561 0.6214
O 2.57734 -0.36517 5.04113 -0.2719
O 1.29233 -0.53346 2.96729 -0.2637
F 2.89035 -2.28668 3.71277 -0.2032
S -0.41968 -1.53606 5.74392 0.5641
O -0.37955 -0.14534 6.12974 -0.2534
O -0.99578 -2.50895 6.73447 -0.3458
F -1.86373 -1.65493 4.84609 -0.2579
N -2.91321 0.04728 -5.67742 -0.3050
S -1.83374 0.36527 -4.67180 0.6050
O -1.64723 -0.53553 -3.55481 -0.2804
O -1.62519 1.80408 -4.55322 -0.3078
F -0.50703 0.07099 -5.69491 -0.2397
S -3.08098 -1.17230 -6.41586 0.4061
O -4.32567 -1.16564 -7.03861 -0.2522
O -2.63534 -2.29916 -5.67536 -0.2928
F -1.92867 -1.20206 -7.60337 -0.2145
N -7.21703 -0.60459 -2.02968 -0.2924
S -5.61521 -0.36404 -2.21000 0.5484
O -4.84031 -1.09081 -1.25679 -0.2717
O -5.25382 0.98180 -2.52139 -0.2887
F -5.37851 -0.99052 -3.63066 -0.1442
S -8.06835 0.36914 -1.24545 0.4774
O -7.56083 1.62725 -0.77861 -0.3050
O -9.03564 -0.28406 -0.36896 -0.3170
F -9.11006 0.76499 -2.39583 -0.2162
N 6.13232 0.49453 1.33454 -0.2996
S 4.61710 0.08189 1.20297 0.4949
O 3.57132 1.05999 1.32414 -0.2894
O 4.25685 -1.24603 1.50114 -0.2614
F 4.62390 -0.09421 -0.41889 -0.2167
S 6.63524 1.42163 2.51388 0.6341
O 6.17484 1.12454 3.91239 -0.3263
O 7.07844 2.79506 2.22268 -0.3273
F 8.21920 0.81156 2.63727 -0.2685
N -3.89536 3.37420 4.58757 -0.2747
S -3.37685 4.75376 3.85886 0.4789
O -3.08400 4.66495 2.48701 -0.2761
O -2.66977 5.70077 4.64146 -0.2823
F -4.86434 5.33634 3.83905 -0.2009
S -2.62395 2.68943 5.31894 0.5737
O -2.75925 2.63877 6.79206 -0.3083
O -1.26508 2.77902 4.77798 -0.3461
F -3.09684 1.18593 4.93776 -0.2148
```